{
  "formula": "Cl3H5Si3",
  "method": "ωB97M-V/def2-TZVPD",
  "molar_mass_g_mol": 195.66,
  "relative_energy_kj_mol": 86.0,
  "e_lumo_ev": -0.28,
  "smiles": "[SiH3][Si@H](Cl)[SiH](Cl)Cl",
  "e_tot_ha": -2252.13530,
  "total_charge": 0,
  "gap_ha": 0.345,
  "species": ["Si", "Si", "Si", "Cl", "Cl", "Cl", "H", "H", "H", "H", "H"],
  "coordinates": [[0.12432, -0.01502, -2.11484], [-0.82856, 0.33783, -0.00247], [0.42511, -0.30128, 1.97024], [2.45496, -0.72614, 1.70618], [0.59648, 0.87466, 3.65080], [-1.33246, 2.31301, 0.07622], [1.25186, 0.89427, -2.18013], [-0.67573, 0.15518, -3.38263], [0.61721, -1.50799, -1.80048], [-2.16183, -0.54239, 0.06224], [-0.47135, -1.48212, 2.01487]],
  "forces_ev_per_a": [[0.25, -1.77, 0.63], [-0.89, -0.64, -0.14], [0.29, 0.04, -0.91], [-0.73, -0.22, -0.34], [-0.71, -0.13, -0.30], [-0.31, 0.72, 0.14], [0.51, 0.21, -0.09], [0.09, -0.24, 0.66], [-0.40, 1.45, -0.80], [1.35, 0.88, 0.20], [0.54, -0.30, 0.93]],
  "nbo_charge": [0.393, 0.415, 0.881, -0.362, -0.331, -0.373, -0.130, -0.099, -0.120, -0.113, -0.162]
}


{
  "formula": "CH3PS4",
  "method": "ωB97M-V/def2-TZVPD",
  "molar_mass_g_mol": 174.28,
  "relative_energy_kj_mol": 143.2,
  "e_lumo_ev": -0.57,
  "smiles": "SSP1CSS1",
  "e_tot_ha": -1973.96873,
  "total_charge": 0,
  "gap_ha": 0.281,
  "species": ["C", "P", "S", "S", "S", "S", "H", "H", "H"],
  "coordinates": [[-0.13630, 0.89377, 1.28544], [1.02054, 1.61556, 0.04225], [-1.03676, 2.43509, 1.94707], [0.35982, 3.58298, 0.75231], [0.73356, 0.28724, -3.23346], [-0.48072, 1.14237, -1.88835], [-0.87503, 0.26119, 0.87721], [0.54222, 0.63741, 2.23344], [1.02623, -1.01569, -2.60258]],
  "forces_ev_per_a": [[1.71, 2.31, 3.19], [-1.62, 0.70, -1.62], [0.88, -0.28, -1.17], [-0.11, -1.41, 0.10], [1.06, -2.20, 0.69], [0.77, 0.57, 2.07], [-0.36, -1.31, 0.00], [-1.70, -0.45, -2.23], [-0.63, 2.05, -1.03]],
  "nbo_charge": [-0.868, 0.664, 0.090, -0.177, -0.123, -0.240, 0.258, 0.263, 0.133]
}


{
  "formula": "C2H4N2O2S",
  "method": "ωB97M-V/def2-TZVPD",
  "molar_mass_g_mol": 120.13,
  "relative_energy_kj_mol": 871.6,
  "e_lumo_ev": [-1.52, -0.72],
  "e_tot_ha": -736.47294,
  "total_charge": 0,
  "gap_ha": [0.291, 0.271],
  "species": ["C", "C", "N", "N", "O", "O", "S", "H", "H", "H", "H"],
  "coordinates": [[1.65310, 1.44104, -0.47389], [0.43037, -0.11654, -0.08820], [-1.87080, -1.22762, -0.15401], [1.12283, -1.29574, -0.15764], [2.26614, -1.34169, -0.52757], [0.45148, -2.27893, 0.16655], [-1.17138, 0.27651, 0.13274], [1.19790, 2.23395, -0.97302], [2.42786, 1.47936, 0.18908], [-1.15177, -1.87750, 0.13988], [-2.73595, -1.11362, 0.43750]],
  "forces_ev_per_a": [[-4.30, -4.90, 0.16], [3.74, 6.02, -1.27], [-2.78, 1.64, 0.48], [-1.12, 0.55, 0.10], [1.15, -0.04, -0.23], [0.00, -1.84, 0.51], [1.19, -0.25, -0.30], [-0.73, 1.05, -0.65], [1.90, 0.00, 1.49], [-0.15, -0.97, 0.48], [1.12, -1.26, -0.77]],
  "nbo_charge": [-0.180, -0.215, -0.968, 0.419, -0.366, -0.474, 0.677, 0.156, 0.156, 0.417, 0.379]
}


{
  "formula": "C3H7NO",
  "method": "ωB97M-V/def2-TZVPD",
  "molar_mass_g_mol": 73.09,
  "relative_energy_kj_mol": 210.4,
  "e_lumo_ev": 1.19,
  "e_tot_ha": -248.44635,
  "total_charge": 0,
  "gap_ha": 0.363,
  "species": ["C", "C", "C", "O", "N", "H", "H", "H", "H", "H", "H", "H"],
  "coordinates": [[0.48761, -1.82611, 0.32765], [0.14916, -0.44163, 0.83464], [-0.37461, 1.62972, -0.00180], [-0.40794, 0.31038, -0.24656], [-0.66092, 2.24181, -1.14864], [1.10763, -2.35239, 1.05992], [-0.41076, -2.42023, 0.13819], [1.05125, -1.74753, -0.60668], [1.04416, 0.08677, 1.17173], [-0.56195, -0.46548, 1.66673], [-0.62254, 3.24502, -1.17312], [-0.80108, 1.73967, -2.02206]],
  "forces_ev_per_a": [[0.01, -0.06, -0.03], [0.18, -0.28, 0.30], [-0.08, -0.03, -0.66], [0.10, 0.40, 0.13], [0.01, 0.05, 0.17], [-0.13, 0.05, -0.08], [0.10, 0.08, 0.01], [-0.03, -0.04, 0.13], [-0.08, -0.15, 0.03], [0.04, -0.02, -0.11], [-0.09, -0.06, -0.02], [-0.03, 0.04, 0.14]],
  "nbo_charge": [-0.630, -0.061, 0.277, -0.555, -0.812, 0.215, 0.210, 0.214, 0.186, 0.180, 0.397, 0.379]
}